1.
Molecular formula: C9H12FN
Method: DFT, the ωB97M-V functional and the def2-TZVPD basis

LUMO level (spin up / spin down) = -0.0130 / -0.0032 Ha
Total energy = -504.542818 Eh
ΔE to the lowest compared entry with this formula, charge and spin = 4.548 eV
HOMO energy (spin up / spin down) = -6.78 / -9.33 eV

Element x y z (Å)
C: -3.443 0.235 -0.064
C: -2.727 0.994 0.837
C: -2.753 -0.623 -0.957
C: -1.360 0.875 1.018
C: -1.425 -0.762 -0.804
C: -0.695 0.095 0.103
C: 1.372 0.255 1.498
C: 1.483 -0.858 -0.757
C: 0.723 -0.074 0.290
N: 1.317 2.160 -1.327
F: 2.477 2.467 -0.699
H: -4.509 0.527 -0.126
H: -3.209 1.613 1.629
H: -3.354 -1.167 -1.581
H: -0.810 1.473 1.725
H: -0.845 -1.527 -1.307
H: 0.782 1.222 1.929
H: 1.239 -0.464 2.328
H: 2.369 0.379 1.355
H: 1.087 -1.952 -0.658
H: 2.598 -1.090 -0.456
H: 1.390 -0.391 -1.743
H: 0.710 2.862 -0.844

Per-atom Mulliken charges, elementary charge units:
1. C -0.5084
2. C -0.3992
3. C -0.6647
4. C -0.6941
5. C -0.4928
6. C 1.4029
7. C -1.2900
8. C -1.4809
9. C 0.6525
10. N -0.1577
11. F -0.1418
12. H 0.3123
13. H 0.2963
14. H 0.4736
15. H 0.1830
16. H 0.2603
17. H 0.1540
18. H 0.2972
19. H 0.5107
20. H 0.3676
21. H 0.3260
22. H 0.3602
23. H 0.2330

---

2.
Molecular formula: C9H12N16ReS
Method: DFT, the ωB97M-V functional and the def2-TZVPD basis

Spin multiplicity = 2
LUMO level (spin up / spin down) = -0.3076 / -0.3273 Ha
Total energy = -1702.003586 Eh
Total charge = +2
ΔE to the lowest compared entry with this formula, charge and spin = 2.289 eV
HOMO energy (spin up / spin down) = -15.20 / -15.21 eV

Element x y z (Å)
Re: -0.692 -1.042 0.292
N: -3.403 -3.141 -0.611
C: -2.716 -3.386 0.564
N: -3.004 -4.367 1.355
N: -2.136 -4.251 2.397
N: -1.368 -3.238 2.255
N: -1.685 -2.627 1.055
C: -3.112 -2.116 -1.397
N: -3.751 -1.724 -2.532
N: -3.145 -0.644 -2.943
N: -2.177 -0.378 -2.116
N: -2.104 -1.288 -1.125
H: -4.165 -3.765 -0.852
C: 4.995 1.901 2.006
C: 4.178 0.682 2.197
N: 4.429 -0.282 3.025
N: 3.404 -1.154 2.853
C: 2.511 -0.763 1.965
S: 1.098 -1.721 1.641
N: 2.991 0.416 1.526
N: 2.386 1.188 0.542
H: 5.870 1.831 2.645
H: 4.435 2.797 2.280
H: 5.322 2.003 0.969
H: 3.380 -2.008 3.395
H: 2.903 1.085 -0.325
H: 2.415 2.159 0.829
N: -2.110 2.025 -3.852
C: -1.722 2.012 -2.596
C: -1.172 0.695 -2.055
N: -0.732 0.721 -0.633
C: -0.887 1.900 0.013
C: -1.406 3.033 -0.595
N: -1.786 3.106 -1.878
H: -2.152 1.198 -4.429
H: -2.488 2.887 -4.228
H: -0.320 0.390 -2.662
H: -0.590 1.916 1.051
H: -1.496 3.951 -0.025

Per-atom Mulliken charges, elementary charge units:
1. Re 0.9530
2. N -0.0234
3. C 0.3894
4. N -0.3808
5. N -0.3936
6. N -0.2586
7. N 0.0739
8. C 0.6945
9. N -0.6252
10. N -0.4780
11. N 0.6726
12. N -0.5446
13. H 0.2511
14. C -1.2679
15. C 0.8544
16. N -0.6719
17. N 0.2226
18. C 0.5789
19. S -0.2810
20. N 0.3574
21. N -0.8171
22. H 0.3540
23. H 0.3475
24. H 0.3421
25. H 0.1868
26. H 0.2660
27. H 0.2938
28. N -0.2591
29. C 0.4325
30. C 0.4858
31. N -0.2847
32. C -0.0722
33. C -0.5128
34. N -0.5878
35. H 0.2363
36. H 0.3131
37. H 0.2165
38. H 0.5269
39. H 0.4094

---

3.
Molecular formula: C9H12NO2P
Method: DFT, the ωB97M-V functional and the def2-TZVPD basis

LUMO level = 0.0292 Ha
Total energy = -896.706768 Eh
ΔE to the lowest compared entry with this formula, charge and spin = 1.190 eV
SMILES string = CN(c1ccccc1)P1OCCO1
HOMO energy = -7.72 eV

Element x y z (Å)
C: -0.578 1.576 1.341
N: -0.366 0.203 0.807
C: 0.985 -0.178 0.659
C: 2.004 0.732 0.385
C: 3.206 0.260 -0.094
C: 3.556 -1.109 -0.047
C: 2.559 -2.010 0.355
C: 1.339 -1.525 0.674
P: -1.603 -1.025 1.048
O: -1.625 -1.759 -0.422
C: -2.520 -1.126 -1.272
C: -3.162 0.047 -0.588
O: -2.933 -0.155 0.846
H: -1.478 1.497 1.988
H: 0.221 1.891 1.967
H: -0.875 2.118 0.560
H: 1.829 1.878 0.224
H: 4.035 0.931 -0.224
H: 4.443 -1.412 -0.471
H: 2.617 -3.007 0.115
H: 0.518 -2.224 0.773
H: -3.267 -1.971 -1.583
H: -1.900 -0.768 -2.121
H: -2.619 1.011 -0.842
H: -4.354 0.248 -0.803

Per-atom Mulliken charges, elementary charge units:
1. C -1.3511
2. N 0.2186
3. C 0.7358
4. C -0.2832
5. C -0.6188
6. C -0.4862
7. C -0.7542
8. C -0.2811
9. P -0.0584
10. O -0.2728
11. C -0.1886
12. C -0.1965
13. O -0.3124
14. H 0.3496
15. H 0.5422
16. H 0.4146
17. H 0.2102
18. H 0.3280
19. H 0.4425
20. H 0.4016
21. H 0.2983
22. H 0.2298
23. H 0.2142
24. H 0.1484
25. H 0.2695

---

4.
Molecular formula: C9H12NPS
Method: DFT, the ωB97M-V functional and the def2-TZVPD basis

LUMO level = 0.0266 Ha
Total energy = -1144.417146 Eh
ΔE to the lowest compared entry with this formula, charge and spin = 0.000 eV
SMILES string = CN1c2ccccc2C[P@]1(C)=S
HOMO energy = -8.24 eV

Element x y z (Å)
C: -1.257 2.089 -0.323
N: -0.823 0.729 -0.050
C: 0.546 0.408 -0.186
C: 1.562 1.254 0.024
C: 2.908 0.854 -0.285
C: 3.130 -0.374 -0.735
C: 2.043 -1.315 -0.921
C: 0.811 -0.949 -0.504
C: -0.393 -1.876 -0.465
P: -1.964 -0.486 0.096
C: -2.332 -0.636 1.904
S: -3.557 -0.333 -1.014
H: -0.370 2.516 -0.626
H: -2.076 1.956 -1.057
H: -1.691 2.504 0.559
H: 1.381 2.323 0.235
H: 3.712 1.442 0.118
H: 4.116 -0.664 -1.146
H: 2.292 -2.357 -1.172
H: -0.612 -2.094 -1.462
H: -0.349 -2.765 0.228
H: -3.099 -1.331 1.747
H: -1.438 -1.148 2.418
H: -2.542 0.251 2.618

Per-atom Mulliken charges, elementary charge units:
1. C -1.0705
2. N 0.0528
3. C 0.4222
4. C -0.4507
5. C -0.7536
6. C -0.3860
7. C -0.6311
8. C 0.6897
9. C -1.0101
10. P 0.3344
11. C -0.9478
12. S -0.4210
13. H 0.4213
14. H 0.3362
15. H 0.2380
16. H 0.3584
17. H 0.3733
18. H 0.3165
19. H 0.3676
20. H 0.4053
21. H 0.3777
22. H 0.3418
23. H 0.3182
24. H 0.3175

---

5.
Molecular formula: C9H12O3
Method: DFT, the ωB97M-V functional and the def2-TZVPD basis

LUMO level = 0.0331 Ha
Total energy = -575.827553 Eh
ΔE to the lowest compared entry with this formula, charge and spin = 1.005 eV
SMILES string = C1OCOCO1.c1ccccc1
HOMO energy = -9.72 eV

Element x y z (Å)
C: 1.479 -1.499 1.217
O: 2.064 -1.930 0.011
C: 1.086 -1.927 -1.001
O: -0.011 -2.744 -0.668
C: -0.563 -2.300 0.549
O: 0.389 -2.309 1.586
H: 1.162 -0.441 1.134
H: 2.243 -1.560 2.015
H: 1.544 -2.321 -1.928
H: 0.747 -0.893 -1.206
H: -1.387 -2.984 0.827
H: -0.992 -1.286 0.429
C: -1.892 1.363 -0.647
C: -0.893 1.586 -1.595
C: 0.353 2.072 -1.195
C: 0.598 2.336 0.153
C: -0.401 2.113 1.101
C: -1.646 1.627 0.701
H: -2.872 0.980 -0.962
H: -1.086 1.378 -2.656
H: 1.139 2.247 -1.941
H: 1.578 2.719 0.467
H: -0.207 2.321 2.161
H: -2.432 1.451 1.447

Per-atom Mulliken charges, elementary charge units:
1. C 0.1533
2. O -0.4047
3. C 0.1569
4. O -0.4045
5. C 0.1534
6. O -0.4047
7. H 0.0126
8. H 0.2450
9. H 0.2444
10. H 0.0106
11. H 0.2447
12. H 0.0131
13. C -0.3649
14. C -0.3607
15. C -0.3680
16. C -0.3603
17. C -0.3658
18. C -0.3624
19. H 0.3603
20. H 0.3599
21. H 0.3607
22. H 0.3597
23. H 0.3610
24. H 0.3603

---

6.
Molecular formula: C9H12O3S
Method: DFT, the ωB97M-V functional and the def2-TZVPD basis

LUMO level (spin up / spin down) = -0.0439 / -0.0673 Ha
Total energy = -973.767868 Eh
ΔE to the lowest compared entry with this formula, charge and spin = 7.229 eV
HOMO energy (spin up / spin down) = -9.24 / -8.80 eV

Element x y z (Å)
C: 0.431 1.418 -0.342
C: 0.478 0.004 1.409
C: 1.303 2.393 0.204
C: -1.628 0.070 -0.617
C: -0.854 -1.288 -0.237
C: -0.753 1.234 -1.105
C: -0.221 -1.250 1.131
C: -0.422 1.190 -2.593
C: 0.638 -2.520 1.516
O: 1.776 3.377 -0.377
O: 2.158 0.565 3.324
O: 1.819 2.122 1.441
S: 2.017 0.544 1.895
H: -2.261 -0.288 -1.505
H: -2.254 0.383 0.211
H: -1.408 -2.124 -0.308
H: -0.084 -1.553 -1.015
H: -1.464 2.162 -1.198
H: -1.108 -1.203 1.904
H: -0.190 0.139 -2.882
H: 0.548 1.704 -2.625
H: -1.146 1.555 -3.370
H: 0.223 -3.488 1.252
H: 0.728 -2.613 2.738
H: 1.675 -2.532 1.151

Per-atom Mulliken charges, elementary charge units:
1. C -0.8703
2. C -0.6206
3. C 0.6448
4. C -0.8582
5. C -1.3217
6. C 1.2572
7. C 1.3348
8. C -1.4124
9. C -1.5084
10. O -0.5720
11. O -0.5587
12. O -0.3159
13. S 0.5363
14. H 0.3480
15. H 0.3859
16. H 0.6606
17. H 0.3410
18. H 0.2923
19. H 0.1359
20. H 0.2966
21. H 0.3734
22. H 0.3514
23. H 0.4068
24. H 0.3180
25. H 0.3550

---

7.
Molecular formula: C9H12O4S2
Method: DFT, the ωB97M-V functional and the def2-TZVPD basis

LUMO level = -0.0079 Ha
Total energy = -1447.303433 Eh
ΔE to the lowest compared entry with this formula, charge and spin = 2.336 eV
SMILES string = CC1=C\S(=O)(=O)CCS(=O)(=O)/C=C/C=C\1
HOMO energy = -10.41 eV

Element x y z (Å)
C: 2.291 -0.754 -1.319
C: 1.777 -0.689 0.022
C: 1.473 0.349 0.768
S: 1.225 2.044 0.328
O: 1.622 2.287 -1.019
O: 1.665 2.954 1.342
C: -0.687 2.142 0.311
C: -1.333 1.195 -0.813
S: -2.757 0.299 -0.157
O: -3.041 0.763 1.185
O: -3.799 0.314 -1.100
C: -1.938 -1.293 -0.033
C: -1.097 -1.451 0.985
C: 0.040 -2.441 0.833
C: 1.270 -2.065 0.486
H: 2.404 0.205 -1.720
H: 1.651 -1.407 -1.793
H: 3.268 -1.130 -1.272
H: 1.061 0.156 1.720
H: -1.073 3.185 0.213
H: -0.855 1.827 1.283
H: -1.795 1.804 -1.614
H: -0.445 0.661 -1.295
H: -2.018 -1.870 -0.991
H: -0.981 -0.867 1.979
H: -0.065 -3.565 1.040
H: 2.135 -2.653 0.631

Per-atom Mulliken charges, elementary charge units:
1. C -1.7627
2. C 0.8677
3. C -0.6695
4. S 1.1874
5. O -0.6193
6. O -0.7103
7. C -0.9122
8. C -0.6404
9. S 1.1921
10. O -0.6459
11. O -0.6948
12. C -0.4277
13. C -0.1918
14. C -0.5493
15. C -0.7739
16. H 0.4197
17. H 0.5028
18. H 0.4951
19. H 0.5565
20. H 0.4916
21. H 0.4747
22. H 0.4773
23. H 0.2540
24. H 0.3827
25. H 0.4611
26. H 0.3173
27. H 0.5180

---

8.
Molecular formula: C9H13AlBrClI2NOP
Method: DFT, the ωB97M-V functional and the def2-TZVPD basis

LUMO level = -0.3453 Ha
Total energy = -4693.630067 Eh
Total charge = +2
ΔE to the lowest compared entry with this formula, charge and spin = 0.470 eV
HOMO energy = -14.31 eV

Element x y z (Å)
I: 1.943 -4.668 -1.499
I: -0.667 -4.828 -0.851
Al: 0.123 -0.008 -0.016
P: 0.028 0.549 -2.274
C: -1.565 0.740 -3.099
C: 0.906 2.106 -2.612
H: 1.927 -0.812 -2.874
H: 0.985 -0.338 -4.332
H: 0.396 -1.640 -3.244
C: 0.918 -0.676 -3.282
H: 1.913 2.053 -2.181
H: 0.978 2.283 -3.701
H: -1.425 1.000 -4.166
H: -2.150 1.534 -2.616
H: 0.369 2.945 -2.147
H: -2.140 -0.193 -3.035
C: -1.881 -0.047 0.077
O: -2.989 -0.052 0.135
Cl: 2.341 0.030 -0.113
Br: -0.292 0.131 5.572
C: 0.105 1.081 3.963
C: 0.570 2.396 3.996
C: 0.852 3.031 2.799
C: 0.687 2.392 1.612
N: 0.231 1.124 1.586
C: -0.059 0.446 2.734
H: 0.701 2.882 4.952
H: 1.224 4.073 2.824
H: 0.928 2.892 0.637
H: -0.411 -0.581 2.710

Per-atom Mulliken charges, elementary charge units:
1. I 0.0529
2. I -0.0294
3. Al 0.3998
4. P 0.6109
5. C -1.2154
6. C -1.1686
7. H 0.3672
8. H 0.4255
9. H 0.3464
10. C -1.0925
11. H 0.3840
12. H 0.4497
13. H 0.3997
14. H 0.4052
15. H 0.3796
16. H 0.4163
17. C 0.3358
18. O 0.0049
19. Cl -0.2139
20. Br -0.0798
21. C -0.5649
22. C 0.0488
23. C -0.7818
24. C 0.1742
25. N 0.1019
26. C 0.0712
27. H 0.5100
28. H 0.3923
29. H 0.3294
30. H 0.5408

---

9.
Molecular formula: C9H13BrClHoI2NOP
Method: DFT, the ωB97M-V functional and the def2-TZVPD basis

Spin multiplicity = 5
LUMO level (spin up / spin down) = -0.3048 / -0.3065 Ha
Total energy = -5399.206166 Eh
Total charge = +2
HOMO energy (spin up / spin down) = -15.84 / -15.84 eV

Element x y z (Å)
I: -2.642 -1.484 -0.569
I: -2.725 1.151 -0.468
Ho: 1.125 0.079 0.404
P: 0.541 0.001 -2.683
C: -1.042 -0.006 -3.667
C: 1.324 1.427 -3.539
H: 2.366 -1.546 -3.164
H: 1.487 -1.128 -4.659
H: 0.764 -2.275 -3.505
C: 1.369 -1.364 -3.587
H: 2.302 1.634 -3.086
H: 1.473 1.221 -4.611
H: -0.856 -0.012 -4.749
H: -1.627 0.884 -3.405
H: 0.677 2.306 -3.437
H: -1.618 -0.901 -3.403
C: -3.414 -0.106 2.158
O: -4.143 -0.170 3.020
Cl: 3.547 0.263 0.540
Br: -2.153 -1.819 5.313
C: -0.852 -0.749 4.439
C: -0.096 0.139 5.193
C: 0.881 0.919 4.568
C: 1.147 0.741 3.221
N: 0.457 -0.210 2.504
C: -0.578 -0.931 3.085
H: -0.276 0.195 6.270
H: 1.484 1.614 5.136
H: 1.941 1.322 2.703
H: -1.135 -1.625 2.437

Per-atom Mulliken charges, elementary charge units:
1. I 0.0353
2. I 0.0647
3. Ho 1.2805
4. P 0.6392
5. C -1.0828
6. C -1.1301
7. H 0.3774
8. H 0.3887
9. H 0.3493
10. C -1.1492
11. H 0.3889
12. H 0.3767
13. H 0.3793
14. H 0.3160
15. H 0.3534
16. H 0.3016
17. C 0.1034
18. O -0.0961
19. Cl -0.3263
20. Br -0.0082
21. C -0.2549
22. C 0.0328
23. C -0.8371
24. C 0.0642
25. N -0.1967
26. C -0.3465
27. H 0.4566
28. H 0.4023
29. H 0.4846
30. H 0.6328